No. 1
C18H22F3Si | ωB97M-V/def2-TZVPD

```
44
Properties=species:S:1:pos:R:3:forces:R:3:lowdin_charge:R:1
C -2.1085 1.9343 2.6056 -0.22 0.09 -0.10 -0.129
C -1.0168 2.2830 3.6438 -0.40 0.80 0.47 -0.316
Si 0.3680 3.3982 3.1004 0.65 -3.23 -2.18 1.020
C 0.2917 4.0509 1.3508 0.03 0.88 0.56 -0.154
C 2.0547 2.7422 3.5908 -0.24 0.95 0.41 -0.158
H 0.8518 -0.6448 0.1880 0.10 0.35 0.42 0.102
H -3.0445 1.7029 3.1293 0.27 0.08 -0.14 0.087
H -2.3164 2.7542 1.9079 -0.01 -0.17 0.20 0.065
H -1.8479 1.0465 2.0154 0.12 0.28 0.16 0.083
H -1.4670 2.8358 4.4899 -0.14 -0.46 0.03 0.086
H -0.5733 1.3642 4.0586 0.10 0.45 0.07 0.091
H 0.1331 5.1469 1.4069 0.02 -0.39 -0.49 0.055
H 1.2627 3.8628 0.8578 -0.35 0.16 0.35 0.058
H -0.5171 3.5841 0.7616 0.22 0.26 0.48 0.052
H 2.4473 3.4225 4.3656 0.38 -0.44 -0.15 0.048
H 1.9879 1.7188 3.9949 -0.18 0.50 -0.02 0.057
H 2.7245 2.7531 2.7158 -0.25 0.20 0.33 0.055
F 0.3582 -0.5063 -6.7409 0.33 0.80 0.74 0.120
C 0.8559 0.4292 -5.8754 -0.03 0.24 -0.89 -0.517
F 2.1308 0.6991 -6.2809 -1.01 -0.10 0.34 0.118
F 0.1187 1.5742 -6.0660 0.64 -0.92 0.08 0.114
C 0.7952 -0.0334 -4.4444 -0.12 -0.17 -0.28 -0.131
C 1.8525 0.2270 -3.5792 -0.23 -0.17 0.13 -0.005
C 1.7897 -0.2953 -2.2985 0.03 -0.14 -0.02 -0.041
C 0.6936 -1.0419 -1.8459 -0.38 0.25 0.07 -0.197
C 0.8164 -1.5406 -0.4137 0.30 -0.64 -0.13 -0.107
C -0.1399 -2.4962 0.2933 0.13 0.04 -0.08 -0.214
C 0.0051 -2.5810 1.6892 -0.57 -0.09 -0.20 -0.066
C -0.8535 -3.3902 2.4355 0.07 0.23 -0.04 -0.090
C -1.8892 -4.0925 1.8084 0.18 0.22 -0.17 -0.088
C -2.0083 -4.0377 0.4182 0.27 0.10 0.23 -0.068
C -1.0931 -3.2932 -0.3399 -0.16 0.17 0.23 -0.041
C -0.4230 -1.1523 -2.6791 0.09 -0.10 -0.23 -0.017
C -0.3375 -0.7144 -4.0061 0.08 0.20 0.27 0.005
H 2.7083 0.8055 -3.9091 -0.08 -0.13 0.02 0.124
H 2.6123 -0.1316 -1.6071 0.03 -0.05 -0.14 0.115
H 1.8211 -1.9929 -0.3290 -0.26 0.21 -0.05 0.135
H 0.7773 -1.9770 2.1771 -0.23 -0.27 -0.08 0.106
H -0.7377 -3.4335 3.5202 -0.05 -0.06 -0.31 0.102
H -2.5964 -4.6625 2.4109 0.19 0.10 -0.22 0.105
H -2.8316 -4.5499 -0.0728 0.25 -0.06 0.02 0.107
H -1.1360 -3.2982 -1.4268 -0.15 -0.11 0.33 0.097
H -1.3644 -1.5761 -2.3202 0.48 0.05 -0.21 0.104
H -1.1552 -0.8938 -4.7012 0.11 0.09 0.19 0.129
```
Forces are in eV/Å.

The net charge is +1. As for the energy relative to the best compared isomer or geometry (same formula, charge and spin): 0.0 kJ/mol. For the HOMO energy, the calculation gives -11.15 eV. As for the molecular weight: 323.45 u. For the electronic energy, the calculation gives -35045.6914 eV. The spin multiplicity is 1. The value obtained for the gap between HOMO and LUMO is 4.73 eV.

---

No. 2
C18H22FeN8O9S2 | ωB97M-V/def2-TZVPD

```
60
Properties=species:S:1:pos:R:3:forces:R:3:lowdin_charge:R:1
Fe -0.1134 0.4310 0.0788 0.39 0.94 -0.99 0.538
O -3.0022 -4.5060 1.4088 -0.03 0.07 0.02 0.118
C -2.3132 -3.4127 1.0677 0.08 -0.01 -0.05 -0.253
C -1.3351 -3.4150 0.0631 -0.09 -0.30 0.03 0.107
C -0.6843 -2.2368 -0.2001 0.08 0.13 -0.20 -0.132
N -0.9825 -1.1524 0.4867 0.11 0.19 0.34 0.036
C -1.9023 -1.1077 1.4454 0.22 0.31 -0.03 -0.114
C -2.6122 -2.2315 1.7673 -0.17 -0.12 0.10 0.117
C -1.9874 0.3056 2.0137 -0.01 -0.23 0.02 -0.509
O -2.9198 0.6615 2.6815 0.13 0.14 0.03 0.138
O -0.9477 1.0497 1.6478 -0.08 -0.28 0.03 -0.153
C 0.3500 -1.9329 -1.2725 -0.26 -0.31 0.09 -0.539
O 0.7876 -2.8123 -1.9652 0.18 0.10 -0.17 0.131
O 0.6278 -0.6505 -1.3380 -0.10 0.04 0.02 -0.150
H -2.7352 -5.2755 0.8913 0.03 0.02 -0.02 0.132
H -1.0854 -4.3042 -0.5046 -0.02 0.04 0.03 0.145
H -3.3734 -2.2154 2.5363 0.04 -0.01 -0.03 0.150
C 2.4949 2.8038 -3.5058 -0.05 -0.02 0.10 0.022
C 2.8224 1.8518 -2.4177 -0.05 0.08 0.10 -0.295
N 3.8350 1.0485 -2.3874 0.08 -0.10 0.04 0.161
N 3.7305 0.3834 -1.1969 0.01 0.02 -0.07 0.085
C 2.6698 0.7357 -0.4917 -0.04 0.25 -0.12 -0.706
S 2.0729 0.2467 1.0170 -0.36 -0.22 0.24 0.822
N 2.0898 1.6971 -1.2545 0.10 0.01 -0.14 -0.070
N 0.8785 2.2736 -0.8397 0.04 -0.47 0.33 0.139
H 3.1012 2.5607 -4.3740 0.00 -0.01 0.01 0.098
H 2.7148 3.8277 -3.1981 -0.03 -0.01 0.00 0.099
H 1.4395 2.7420 -3.7737 -0.01 0.02 -0.04 0.077
H 4.3806 -0.3518 -0.9709 0.04 0.00 0.01 0.177
H 1.1061 3.0607 -0.2345 -0.18 0.03 0.03 0.146
H 0.3385 2.6073 -1.6412 0.14 -0.06 -0.07 0.096
C -1.7376 7.0241 -3.8162 0.01 0.01 0.01 -0.104
C -2.0003 5.8362 -4.7300 -0.05 0.00 0.04 -0.290
S -2.1393 4.2913 -3.8641 0.14 -0.06 0.16 0.660
O -0.9582 4.1252 -3.0296 -0.07 -0.11 0.15 -0.343
O -2.4491 3.2582 -4.8119 -0.15 -0.14 0.01 -0.281
C -3.5497 4.5200 -2.7670 0.10 -0.18 0.08 -0.187
C -4.2275 3.2110 -2.3019 0.11 0.02 -0.09 -0.092
N -3.3257 2.0791 -2.0228 -0.03 0.14 -0.27 0.071
C -2.4171 2.0448 -1.0267 -0.08 0.49 0.05 -0.286
N -1.6280 0.9892 -1.1586 -0.04 -0.60 0.50 0.063
C -2.0466 0.2953 -2.2582 0.17 -0.28 -0.20 0.026
C -3.0939 0.9511 -2.7977 0.06 0.31 -0.04 -0.118
N -3.8138 0.5476 -3.9786 -0.16 -0.01 -0.21 -0.325
O -4.8341 1.1436 -4.2728 0.14 -0.06 0.12 0.097
O -3.3432 -0.3900 -4.5829 -0.03 0.12 0.10 0.129
C -2.3004 3.0985 0.0154 -0.06 0.08 -0.05 0.034
H -1.4396 7.8824 -4.4161 -0.02 0.00 0.00 0.087
H -0.9328 6.8066 -3.1138 -0.01 0.01 -0.04 0.078
H -2.6294 7.3081 -3.2568 0.02 -0.01 0.01 0.078
H -1.1801 5.6543 -5.4293 0.00 -0.03 0.06 0.115
H -2.9168 5.9325 -5.3155 0.04 0.00 0.01 0.113
H -4.2762 5.1071 -3.3320 -0.05 -0.07 0.06 0.118
H -3.2015 5.1239 -1.9297 0.05 -0.01 -0.03 0.099
H -4.9231 2.8708 -3.0552 -0.02 -0.05 -0.05 0.112
H -4.7835 3.4136 -1.3898 -0.05 0.06 0.02 0.136
H -1.5674 -0.5967 -2.6281 -0.06 0.06 0.10 0.139
H -3.2865 3.4112 0.3601 0.03 0.04 -0.03 0.105
H -1.7722 3.9660 -0.3887 -0.06 0.03 -0.04 0.088
H -1.7518 2.7165 0.8741 -0.09 0.06 -0.09 0.069
```
Forces are in eV/Å.

The net charge is +1. For the HOMO energy (alpha / beta), the calculation gives -12.00 / -11.98 eV. As for the molecular weight: 614.40 u. For the electronic energy, the calculation gives -105422.2525 eV. The spin multiplicity is 2. The value obtained for the gap between HOMO and LUMO (alpha / beta) is 8.32 / 8.39 eV.

---

No. 3
C18H22N2O2S | ωB97M-V/def2-TZVPD

```
45
Properties=species:S:1:pos:R:3:forces:R:3:lowdin_charge:R:1
C 7.0593 1.7132 -0.8739 3.22 0.74 -2.99 -0.135
H 7.7961 1.0453 -0.3717 -0.91 0.80 0.34 0.109
C 5.7200 1.3334 -0.9470 -8.54 -3.28 3.13 -0.294
C 5.0743 1.2063 0.4843 -2.25 2.91 -0.40 -0.157
O 3.6848 0.6855 0.4241 2.98 5.23 -0.10 -0.037
C 3.2370 -0.5232 0.5012 -2.33 1.29 -0.05 -0.286
C 4.0882 -1.6317 0.5445 4.54 5.89 -0.94 -0.067
C 3.6891 -2.7827 0.1536 0.12 -5.89 2.15 -0.114
C 2.2976 -3.0334 0.1450 2.86 -3.94 -1.05 -0.132
C 1.4988 -2.0528 0.3013 -3.87 8.39 0.74 -0.006
C 1.8372 -0.4873 0.4348 3.33 -9.66 -0.54 -0.024
C 0.8969 0.5380 0.3841 6.76 -3.85 -0.11 -0.078
C -0.3170 0.3207 0.4046 -5.13 6.83 0.68 -0.570
S -1.5041 -0.6883 0.5331 -3.60 -7.19 -0.45 1.162
C -2.8230 0.4598 0.4667 8.59 2.91 1.77 -0.706
N -2.4708 1.6597 0.7548 4.85 1.26 -1.34 0.130
C -1.0087 1.6722 0.6441 -1.91 7.01 -0.12 -0.365
O -0.4866 2.8317 0.6923 -0.54 -4.57 -0.06 0.013
N -3.9797 0.2207 0.5943 -13.92 -5.92 -0.36 -0.035
C -4.5814 -1.1928 0.6028 2.22 -0.01 -4.18 -0.123
H -3.7551 -1.9336 0.4552 -0.54 0.71 0.58 0.094
C -5.3871 -1.2789 -0.7039 4.08 -3.21 -4.56 -0.219
C -6.4138 -0.2463 -0.8854 0.04 -1.20 -0.65 -0.228
C -5.9312 1.0993 -0.5378 -6.69 0.92 -15.03 -0.317
C -5.1325 1.2863 0.3832 7.85 -2.83 17.79 -0.157
H -4.5828 2.1135 0.7626 -0.52 1.46 -0.44 0.117
H -5.8144 0.7275 1.4454 1.58 2.22 -1.80 0.215
H -6.6444 1.9368 -0.7442 0.15 -0.80 0.74 0.178
H -5.2540 1.2773 -1.4005 -0.13 0.40 -0.92 0.164
H -6.8580 -0.4608 -1.8459 -0.07 1.00 -0.56 0.129
H -7.1453 -0.4821 -0.2303 -2.89 -0.79 2.48 0.083
H -5.6814 -2.4152 -1.0938 0.15 2.83 1.77 0.166
H -4.5230 -1.1500 -1.6434 -2.10 0.10 2.47 0.173
H -5.2714 -1.5946 1.2777 -0.50 0.66 2.50 0.098
H 1.4517 1.3454 0.5260 0.82 4.72 0.27 0.103
H 0.4422 -2.0055 0.3175 -0.99 -1.63 -0.19 0.021
H 2.0149 -4.0648 -0.0146 -0.49 0.04 0.10 0.110
H 4.4170 -3.5973 0.4897 -1.01 0.51 -1.72 0.144
H 5.2253 -1.2950 0.4221 -2.36 -1.15 0.95 0.164
H 5.5194 0.7328 1.2557 2.40 -2.98 1.65 0.071
H 5.1166 2.1791 1.0729 -1.22 -0.21 -1.23 0.143
H 5.3449 0.3119 -1.1050 1.57 -0.48 -1.62 0.102
H 4.8384 1.8620 -1.4926 2.33 0.10 0.42 0.165
H 7.3275 1.5766 -1.9544 0.78 0.89 0.66 0.099
H 6.9886 2.7815 -0.6293 1.27 -0.24 0.23 0.100
```
Forces are in eV/Å.

As for the energy relative to the best compared isomer or geometry (same formula, charge and spin): 1469.0 kJ/mol. For the HOMO energy, the calculation gives -7.42 eV. As for the molecular weight: 330.45 u. For the electronic energy, the calculation gives -36919.5825 eV. The spin multiplicity is 1. The value obtained for the gap between HOMO and LUMO is 7.46 eV.

---

No. 4
C18H22N2O3S | ωB97M-V/def2-TZVPD

```
46
Properties=species:S:1:pos:R:3:forces:R:3:lowdin_charge:R:1
C -2.9050 -3.7120 0.2226 0.21 0.13 -0.08 -0.071
C -1.6685 -2.8310 0.0683 -0.04 -0.40 0.47 -0.254
N -1.9700 -1.4877 -0.3824 -0.47 0.70 0.81 -0.273
C -2.3477 -1.2875 -1.7655 0.13 0.32 -0.57 -0.252
C -1.1435 -0.8761 -2.6093 -0.27 -0.10 0.12 -0.060
S -2.7762 -0.5094 0.7030 0.31 0.14 -0.31 0.667
O -4.1838 -0.4244 0.4262 0.10 0.13 -0.17 -0.285
O -2.3628 -0.8950 2.0206 0.22 -0.15 0.01 -0.274
C -2.0207 1.0679 0.3093 -0.34 -0.44 0.05 -0.262
C -2.7826 2.1779 0.0043 -0.16 -0.15 0.01 -0.039
C -2.1435 3.3674 -0.3154 0.08 0.00 0.04 -0.045
C -0.7612 3.4276 -0.3259 0.07 -0.03 0.01 0.002
C 0.0016 2.3101 0.0063 -0.29 -0.15 -0.08 -0.116
C 1.4938 2.3909 -0.0880 -0.14 0.01 0.18 -0.467
O 2.0520 3.0768 -0.9214 0.02 0.15 -0.20 0.074
N 2.1535 1.6406 0.8219 0.10 -0.17 0.29 0.072
C 3.5722 1.3766 0.7271 0.14 0.11 -0.11 -0.121
C 3.8293 -0.0572 0.3356 0.04 -0.02 0.08 -0.209
C 4.7644 -0.8284 1.0110 -0.04 0.11 -0.05 -0.046
C 4.9820 -2.1460 0.6460 0.06 -0.11 0.00 -0.085
C 4.2593 -2.7079 -0.3920 0.06 -0.09 0.02 -0.093
C 3.3231 -1.9446 -1.0698 -0.05 0.01 -0.07 -0.082
C 3.1110 -0.6267 -0.7098 0.03 0.01 0.01 -0.036
C -0.6420 1.1185 0.3217 0.25 0.28 0.03 -0.022
H -2.6219 -4.6853 0.6151 -0.02 -0.12 0.03 0.077
H -3.5972 -3.2367 0.9133 -0.11 -0.08 0.08 0.071
H -3.4092 -3.8546 -0.7307 -0.09 -0.05 -0.06 0.069
H -0.9570 -3.2719 -0.6356 0.02 0.12 0.05 0.122
H -1.1829 -2.7188 1.0394 0.12 -0.21 -0.13 0.109
H -2.7973 -2.1965 -2.1772 -0.10 0.08 0.11 0.119
H -3.1067 -0.5019 -1.7843 -0.03 -0.14 -0.25 0.111
H -0.7292 0.0622 -2.2493 0.05 0.09 0.01 0.063
H -0.3698 -1.6380 -2.5585 0.13 -0.08 -0.04 0.067
H -1.4433 -0.7516 -3.6463 0.03 0.01 -0.15 0.076
H -3.8575 2.0888 0.0109 -0.14 0.05 -0.03 0.116
H -2.7243 4.2420 -0.5653 -0.05 0.06 -0.01 0.110
H -0.2469 4.3378 -0.5955 0.04 0.07 -0.05 0.123
H 1.6283 1.0886 1.4814 -0.04 0.10 -0.08 0.142
H 3.9582 2.0561 -0.0403 -0.01 -0.05 0.20 0.131
H 4.0580 1.6064 1.6803 0.01 0.00 -0.13 0.125
H 5.3286 -0.3945 1.8243 0.04 0.05 0.10 0.109
H 5.7146 -2.7360 1.1765 0.05 -0.06 0.05 0.102
H 4.4261 -3.7369 -0.6735 0.01 -0.09 -0.02 0.101
H 2.7603 -2.3764 -1.8844 -0.04 -0.04 -0.08 0.100
H 2.3882 -0.0287 -1.2466 -0.09 0.05 -0.06 0.112
H -0.1044 0.2089 0.5435 0.19 -0.05 -0.03 0.120
```
Forces are in eV/Å.

As for the energy relative to the best compared isomer or geometry (same formula, charge and spin): 127.6 kJ/mol. For the HOMO energy, the calculation gives -9.34 eV. As for the molecular weight: 346.45 u. The SMILES is CCN(CC)S(=O)(=O)c1cccc(C(=O)NCc2ccccc2)c1. For the electronic energy, the calculation gives -38981.2799 eV. The spin multiplicity is 1. The value obtained for the gap between HOMO and LUMO is 9.77 eV.